Molecular formula: C32H24F4MnN7
Method: DFT, ωB97M-V/def2-TZVPD

ORCA input file:
```
! RIJCOSX wB97M-V def2-TZVPD def2/J DEFGRID3
* xyz 1 2
Mn -0.642 -0.256 0.086
C 0.311 -2.224 -0.056
C -1.103 -2.342 -0.168
C -1.521 -1.629 -1.326
C -0.357 -1.061 -1.922
C 0.766 -1.453 -1.159
C 2.192 -1.240 -1.553
C -0.310 -0.328 -3.224
C -2.883 -1.679 -1.941
C -1.966 -3.188 0.710
C 1.175 -2.980 0.901
H 2.871 -1.293 -0.704
H 2.340 -0.291 -2.066
H 2.485 -2.028 -2.250
H 0.456 0.447 -3.231
H -1.267 0.136 -3.461
H -0.071 -1.025 -4.030
H -3.657 -1.871 -1.200
H -2.917 -2.493 -2.668
H -3.132 -0.761 -2.471
H -2.991 -2.821 0.755
H -1.577 -3.244 1.725
H -1.997 -4.207 0.317
H 1.350 -3.984 0.509
H 0.706 -3.085 1.878
H 2.143 -2.505 1.040
N -3.765 0.661 -0.183
C -3.503 0.055 1.029
C -4.551 -0.273 1.879
C -4.251 -0.814 3.120
C -2.935 -0.984 3.501
C -1.955 -0.639 2.579
N -2.226 -0.184 1.341
C -2.945 1.543 -0.875
C -3.592 2.521 -1.640
C -2.850 3.424 -2.359
C -1.463 3.336 -2.292
C -0.907 2.342 -1.528
N -1.612 1.428 -0.821
H -4.746 0.804 -0.359
H -5.571 -0.067 1.585
H -5.050 -1.071 3.801
H -2.659 -1.363 4.474
H -0.303 -0.917 3.774
H -4.672 2.561 -1.637
H -3.336 4.190 -2.948
H -0.819 4.018 -2.826
H 0.165 2.258 -1.490
F 1.151 1.197 -0.196
C 2.403 1.191 0.321
C 3.353 1.846 -0.393
F 2.976 2.419 -1.535
C 4.711 1.899 0.032
C 4.954 1.206 1.257
C 3.974 0.564 1.958
F 4.318 -0.054 3.082
C 2.621 0.526 1.536
C 1.565 -0.050 2.294
C 0.243 -0.245 1.861
N -0.616 -0.716 2.830
C 1.815 -0.427 3.660
N 1.805 -0.785 4.754
F 6.183 1.176 1.744
C 5.711 2.548 -0.696
C 7.079 2.575 -0.300
N 8.194 2.646 -0.027
C 5.445 3.240 -1.914
N 5.257 3.820 -2.889
*
```

Values from the calculation:
total energy	-86186.9011	eV
<S²>	1.25

natural (NBO) population analysis, charges in e, atoms 1 to 6:
1. Mn 0.7869
2. C 0.0063
3. C -0.0238
4. C -0.0768
5. C 0.0455
6. C -0.0646